w) {
  "formula": "C4H4N2S2",
  "method": "ωB97M-V/def2-TZVPD",
  "e_homo_ev": -8.248,
  "homo_lumo_gap_ha": 0.312,
  "species": ["S", "S", "N", "N", "C", "C", "C", "C", "H", "H", "H", "H"],
  "positions_angstrom": [[-0.04065, -1.53399, 0.99662], [0.87987, 1.45728, -1.50005], [-1.92968, 0.61597, 0.76659], [-1.30288, 0.94828, -0.42764], [1.32595, -0.18584, -1.16227], [0.93004, -1.18251, -0.33410], [-0.21538, 1.64264, -0.20090], [-1.49480, -0.45372, 1.32040], [2.14660, -0.55295, -1.83881], [1.38001, -2.19804, -0.63866], [0.10036, 2.08599, 0.71606], [-1.77944, -0.64312, 2.30276]]
}



x) {
  "formula": "C4H4N2S2",
  "method": "ωB97M-V/def2-TZVPD",
  "e_homo_ev": -9.154,
  "homo_lumo_gap_ha": 0.265,
  "species": ["S", "S", "N", "N", "C", "C", "C", "C", "H", "H", "H", "H"],
  "positions_angstrom": [[2.04362, -1.82057, 1.65878], [-0.98427, 1.29587, -1.31190], [-0.22267, -1.24832, -1.50565], [0.30650, -0.02837, 0.51258], [-0.31733, -0.02796, -0.67600], [0.61297, -1.95338, -0.84893], [0.94852, -1.33353, 0.49018], [-0.85245, 1.91507, 0.47307], [-1.72919, 2.75929, 0.94076], [0.15124, 2.33129, 0.43131], [1.05655, -2.91044, -1.45193], [-1.01350, 1.02106, 1.28772]]
}



Least stable structure among those shown: x).